{
  "formula": "C29H41Cl2F10N7PbS",
  "method": "ωB97M-V/def2-TZVPD",
  "symbols": ["H", "H", "H", "Pb", "H", "H", "H", "C", "N", "C", "H", "C", "C", "H", "H", "N", "C", "F", "N", "H", "F", "H", "H", "H", "C", "C", "C", "F", "F", "Cl", "C", "F", "N", "H", "H", "C", "H", "H", "C", "Cl", "C", "N", "H", "H", "H", "H", "C", "H", "H", "H", "C", "H", "F", "C", "H", "H", "N", "H", "F", "H", "H", "F", "H", "H", "F", "S", "H", "C", "C", "C", "C", "C", "C", "H", "C", "C", "C", "F", "H", "C", "C", "N", "H", "C", "H", "H", "H", "C", "C", "H", "H"],
  "positions_angstrom": [[-4.13, 1.72, -0.07], [-1.84, 1.51, -2.81], [4.05, 1.93, -4.65], [-1.45, -0.53, 0.81], [-3.36, -2.28, -0.86], [-5.46, 0.74, -0.71], [6.25, -3.18, 0.18], [3.14, 2.35, -4.22], [-1.43, 1.48, -0.73], [1.49, 3.48, 0.29], [-4.90, 0.49, 0.95], [-4.65, -2.18, 3.91], [-3.06, 0.08, -1.84], [-2.25, 0.50, 4.19], [0.12, -0.64, 3.81], [-3.38, -1.79, 1.80], [-3.46, -2.75, 5.92], [-1.78, 4.06, -2.11], [2.86, 0.09, -3.29], [5.23, -2.69, 1.53], [-3.45, -3.03, 7.23], [-0.03, 1.52, 4.79], [4.19, -0.91, 0.06], [3.42, 1.86, -1.40], [-4.64, -2.49, 5.25], [5.30, -2.72, 0.44], [0.22, 4.81, -1.19], [-5.79, -2.51, 5.93], [0.01, 5.96, -1.84], [-0.94, -4.12, -0.19], [-0.59, 2.53, -0.67], [0.84, 1.30, 0.77], [-3.60, -0.25, -0.52], [1.15, 0.24, 2.88], [-5.43, -1.47, 1.23], [5.18, -1.32, -0.15], [6.42, -1.63, -1.89], [-0.59, -5.51, -2.05], [5.42, -1.28, -1.66], [-1.91, -3.79, -2.94], [2.27, -0.86, -2.55], [-2.30, 1.32, 2.28], [5.90, -0.66, 0.33], [-2.35, -0.71, -2.11], [5.37, -0.24, -1.99], [4.17, 4.05, -3.41], [-4.14, -1.61, -0.48], [4.51, -3.38, 0.09], [2.52, -2.58, -1.61], [3.84, -0.01, -3.52], [0.58, 2.46, 0.12], [4.34, 3.33, -1.06], [-1.11, -2.98, 5.78], [4.10, 2.60, -1.83], [1.62, 0.90, -4.76], [-5.01, -1.70, -1.15], [3.04, -1.89, -2.13], [-3.86, 0.07, -2.60], [2.20, 5.68, -0.24], [-2.01, 2.15, 1.75], [2.58, 3.80, -2.75], [-1.14, -2.46, 3.17], [5.03, 2.08, -2.10], [1.42, 1.58, -3.15], [2.55, 3.30, 1.08], [0.65, -0.77, -2.11], [0.06, 2.21, 3.18], [-0.70, 3.78, -1.33], [1.32, 4.68, -0.38], [-2.31, -2.41, 3.85], [-4.57, 0.73, -0.06], [-0.34, 1.37, 3.75], [-4.52, -2.01, 0.94], [4.61, -3.19, -2.28], [-3.49, -2.10, 3.11], [-1.85, 1.38, 3.68], [3.49, 3.28, -3.05], [-5.86, -1.88, 3.38], [2.69, 2.95, -5.01], [-2.36, 1.42, -1.84], [2.17, 1.23, -3.87], [0.19, 0.14, 3.16], [-3.11, 2.22, -1.83], [-2.28, -2.71, 5.19], [-2.28, -5.57, -1.46], [-3.31, 1.28, 2.23], [-4.80, -3.07, 0.91], [4.43, -2.13, -2.46], [-1.43, -4.93, -1.68], [-2.24, 2.27, 4.18], [4.58, -1.98, -3.54]],
  "mulliken_charge": [0.386, 0.474, 0.429, 1.228, -0.276, 0.206, 0.310, -1.170, 0.703, 0.086, 0.395, 0.618, -0.716, 0.192, 0.181, 0.385, 0.734, -0.398, 0.117, 0.393, -0.327, 0.457, -0.014, 0.015, 0.001, -1.363, 0.196, -0.312, -0.361, -0.028, -1.423, -0.334, 0.917, 0.220, 0.450, -0.064, 0.463, 0.322, 0.103, -0.139, -0.512, -0.438, 0.455, -0.006, -0.221, 0.389, -0.552, 0.300, 0.279, 0.199, 0.392, 0.423, -0.334, -0.941, 0.386, 0.409, 0.040, 0.414, -0.398, 0.163, -0.044, -0.418, 0.347, -0.168, -0.426, 0.082, 0.187, 0.908, 0.732, 0.109, -1.538, -0.641, -1.144, 0.527, -0.492, -0.494, -0.038, -0.350, 0.403, -1.284, -0.117, -0.436, 0.518, 0.148, 0.308, 0.244, 0.574, -1.453, -0.398, 0.444, 0.411],
  "gap_ev": 7.2,
  "homo_energy_ha": -0.2561,
  "de_lowest_kcal_mol": 7.0,
  "charge": 0
}

{
  "formula": "C18H36BrF9N8O7S",
  "method": "ωB97M-V/def2-TZVPD",
  "symbols": ["S", "C", "H", "H", "F", "H", "H", "C", "C", "F", "N", "C", "H", "H", "F", "O", "H", "O", "N", "H", "H", "H", "C", "F", "H", "O", "H", "C", "H", "C", "H", "H", "H", "F", "H", "H", "H", "N", "H", "F", "C", "C", "H", "N", "F", "O", "N", "F", "H", "C", "H", "C", "N", "H", "C", "O", "C", "H", "H", "H", "C", "N", "F", "H", "H", "C", "H", "H", "H", "N", "C", "H", "H", "Br", "O", "C", "H", "O", "H", "C"],
  "positions_angstrom": [[2.97, -2.64, 1.72], [2.03, 4.79, 2.43], [-2.41, -0.93, -0.80], [-3.18, -2.14, -4.01], [3.79, -0.15, 1.81], [-2.89, 3.52, 1.05], [-0.85, -4.28, -5.51], [-1.94, 3.21, 0.61], [0.79, 5.59, 2.01], [3.80, -2.44, 3.03], [-3.12, -2.83, -3.28], [1.67, -0.26, 2.81], [2.49, -2.22, -2.61], [0.88, 5.09, -0.12], [2.16, -2.88, 0.38], [-2.22, -3.74, -8.33], [-2.31, 1.85, 2.55], [-2.75, -3.39, -1.12], [-2.02, -7.89, 0.97], [0.00, -0.62, 1.51], [-1.66, 3.77, -0.27], [4.03, 4.38, 1.88], [0.79, -1.18, -3.27], [2.03, -0.78, 4.00], [0.90, -1.26, -1.18], [-0.56, 3.57, 2.68], [-1.61, -5.41, -6.58], [-2.84, -2.52, -1.99], [1.45, 6.68, 0.26], [-1.63, -3.50, -7.29], [-1.53, -5.43, 1.32], [-3.26, -3.79, -3.51], [-1.53, -7.72, 1.83], [1.96, 1.07, 2.89], [-0.27, 6.35, 0.30], [-0.21, 1.30, 3.85], [2.28, -2.10, -4.32], [-1.23, -2.23, -6.95], [1.84, 3.73, 2.55], [2.11, -0.44, 0.47], [0.18, -0.44, 2.56], [3.21, 4.97, 1.48], [-0.74, -2.01, -6.10], [-2.02, -5.62, 0.47], [3.31, -4.16, 1.76], [-2.97, -7.13, -0.94], [0.40, -0.94, -1.99], [1.66, -2.92, 2.54], [-1.35, 5.37, 1.95], [0.71, 5.94, 0.52], [3.01, 4.61, 0.48], [2.60, -0.77, 1.68], [-1.33, -4.47, -6.37], [3.09, 6.19, 3.74], [-2.38, -6.89, 0.09], [-2.62, 1.54, -1.11], [-1.39, 1.51, 2.06], [-2.72, -0.49, -2.44], [0.88, 6.55, 2.51], [3.15, 4.51, 4.22], [2.50, 5.28, 3.81], [-2.64, -1.20, -1.73], [4.27, -2.39, 0.84], [-2.27, -8.82, 0.72], [1.68, 5.38, 4.51], [-0.81, 2.84, 1.56], [-0.08, -1.37, 3.05], [-0.65, 5.37, 3.54], [-0.46, -0.42, -1.86], [1.96, -1.90, -3.39], [-2.21, 1.81, 0.01], [3.53, 6.01, 1.48], [-1.51, 0.19, 3.66], [0.68, 2.35, 0.35], [0.15, -0.80, -4.24], [-0.71, 0.68, 3.12], [-1.43, -1.50, -7.60], [-1.85, 0.83, 0.90], [-2.27, -4.85, -0.15], [-0.52, 4.99, 2.53]],
  "mulliken_charge": [1.398, 1.989, 0.019, 0.156, -0.306, 0.406, 0.162, -0.706, 0.461, -0.295, -0.375, 0.893, 0.137, 0.251, -0.316, -0.653, 0.388, -0.809, -0.379, 0.332, 0.323, 0.476, 0.603, -0.328, 0.083, -0.296, 0.198, 0.587, 0.462, 0.585, 0.141, 0.238, 0.150, -0.261, 0.475, 0.533, 0.209, -0.310, -0.543, -0.102, -0.986, -1.860, 0.214, -0.273, -0.295, -0.652, 0.119, -0.321, 0.445, -1.914, 0.331, 0.332, -0.331, 0.408, 0.558, -0.579, -0.324, 0.200, 0.549, 0.448, -1.797, -0.177, -0.321, 0.226, 0.387, 0.652, 0.557, 0.463, -0.089, -0.329, 0.409, 0.411, 0.459, -0.065, -0.735, -1.122, 0.166, -0.344, 0.389, -1.184],
  "gap_ev": 9.3,
  "homo_energy_ha": -0.3405,
  "charge": 0,
  "smiles": "CC(C)[C@@H](C)CO[C@]1(Br)CC(=O)O[C@H]1CCC(F)(F)C(F)(F)S(F)(F)(F)(F)F.NC(N)=O.NC(N)=O.NC(N)=O.NC(N)=O"
}

{
  "formula": "C4H4O",
  "method": "ωB97M-V/def2-TZVPD",
  "symbols": ["H", "H", "C", "C", "O", "C", "H", "C", "H"],
  "positions_angstrom": [[-0.78, -2.47, -0.55], [1.35, 1.66, 1.28], [0.52, 1.51, 0.58], [0.40, 1.97, -0.79], [-0.84, 1.43, -1.01], [-1.22, -1.80, 0.28], [-0.76, -2.08, 1.23], [-0.27, 0.61, -0.08], [0.99, 2.09, -1.65]],
  "nbo_charge": [0.098, 0.256, -0.341, 0.200, -0.450, -0.319, 0.083, 0.268, 0.205],
  "gap_ev": [7.6, 7.7],
  "homo_energy_ha": [-0.2917, -0.2985],
  "de_lowest_kcal_mol": 212.7,
  "charge": 0
}

{
  "formula": "C5H13N2OS",
  "method": "ωB97M-V/def2-TZVPD",
  "symbols": ["C", "H", "C", "H", "H", "H", "H", "H", "H", "C", "H", "H", "S", "O", "H", "N", "H", "H", "H", "C", "C", "N"],
  "positions_angstrom": [[1.71, -0.85, -1.81], [0.68, -0.60, -2.14], [2.69, 1.19, 1.55], [-2.99, 0.97, -1.92], [1.73, -1.86, -1.38], [3.35, 1.81, 1.10], [-2.92, -0.73, -1.63], [-1.85, -1.74, 1.49], [-0.75, 0.62, -1.76], [-1.67, -0.72, 1.76], [-2.57, -0.10, 1.56], [-3.14, 0.39, -0.29], [2.75, -0.38, 0.66], [-0.46, -0.18, 1.17], [1.56, 1.54, 1.46], [1.99, 0.04, -0.67], [-1.49, -0.82, 2.93], [3.05, 1.08, 2.52], [2.58, -0.61, -2.46], [-0.36, 0.26, 0.02], [-2.66, 0.25, -1.21], [-1.23, 0.44, -0.96]],
  "nbo_charge": [-0.436, 0.213, -0.743, 0.233, 0.201, 0.237, 0.223, 0.213, 0.400, -0.302, 0.202, 0.210, 0.769, -0.472, 0.255, -0.529, 0.236, 0.248, 0.255, 0.601, -0.426, -0.586],
  "gap_ev": [7.9, 6.9],
  "homo_energy_ha": [-0.4609, -0.4379],
  "de_lowest_kcal_mol": 100.5,
  "charge": 1
}

{
  "formula": "C7H6N4O2",
  "method": "ωB97M-V/def2-TZVPD",
  "symbols": ["C", "C", "O", "N", "H", "C", "C", "H", "C", "O", "N", "H", "C", "H", "N", "H", "H", "C", "N"],
  "positions_angstrom": [[0.21, 0.75, -0.01], [2.63, 0.91, -0.02], [-0.61, -2.75, -0.06], [-2.08, -1.17, -0.04], [3.69, -0.96, 0.04], [2.73, -0.48, 0.02], [-2.67, 0.01, 0.02], [3.53, 1.52, -0.05], [1.38, 1.52, -0.02], [-1.31, 2.48, -0.06], [-0.78, -1.56, -0.03], [-2.71, -2.00, -0.09], [1.58, -1.26, 0.04], [-4.14, 1.49, 0.13], [-1.02, 1.33, -0.04], [1.66, -2.34, 0.09], [1.29, 2.60, -0.05], [0.30, -0.68, 0.01], [-3.69, 0.59, 0.10]],
  "nbo_charge": [0.097, -0.083, -0.134, -0.423, 0.284, -0.117, 0.652, 0.282, -0.102, -0.117, 0.446, 0.494, -0.065, 0.502, 0.137, 0.286, 0.284, 0.008, -0.430],
  "gap_ev": 7.0,
  "homo_energy_ha": -0.6837,
  "de_lowest_kcal_mol": 83.1,
  "charge": 2,
  "smiles": "N=C=[NH+][N+](=O)c1ccccc1N=O"
}